(1)
Density functional theory data (the ωB97M-V functional and the def2-TZVPD basis) for 3 unconnected molecules or ions with the total composition C38H53Br4Cl2N2O10PS in a non-equilibrium geometry.

```
111
Properties=species:S:1:pos:R:3:mulliken_charge:R:1
C 5.9829 -0.9540 1.8321 -0.645
C 5.8556 0.2058 2.9680 -0.383
C 4.2763 0.5684 3.1029 -1.042
Br 3.9352 2.1271 4.3051 -0.148
C 3.6602 0.7801 1.6267 0.117
C 4.1962 1.8667 0.6632 0.959
C 5.3805 2.8739 1.0105 -0.939
C 6.7709 2.5127 0.3214 0.242
O 7.7539 3.2927 0.4814 -0.617
O 7.0289 1.3291 -0.4414 -0.294
C 3.4985 2.0126 -0.7246 0.587
C 4.0267 3.1687 -1.7287 -0.611
Br 3.8428 2.5933 -3.6562 -0.117
C 3.2222 4.5570 -1.5615 -0.084
C 2.1645 4.5706 -0.3497 -1.013
Br 4.5368 6.0350 -1.1472 -0.131
C 2.3266 1.1292 -1.2119 -0.607
C 1.7740 0.0462 -0.2476 -0.187
C 2.4768 -0.0856 1.1560 0.332
S 1.6843 -1.3921 2.2393 -0.354
C -0.1100 -1.0349 1.8485 0.303
C -1.1846 -0.9574 2.9379 -0.707
C -2.6760 -0.6051 2.5629 0.295
C -3.6421 -0.5132 3.8229 -0.836
C -3.2855 0.8944 4.5719 -0.658
C -3.9390 2.1748 3.8596 -0.335
C -2.9594 2.9463 2.8475 -0.304
N -3.4976 4.2900 2.4665 0.196
C -2.6335 5.4184 2.9110 -0.916
C -3.8649 4.3772 1.0428 0.349
C -2.8657 4.6475 -0.1760 -0.599
O -5.0932 4.2695 0.7440 -0.547
C -3.0965 -0.3764 1.0638 0.100
C -4.6235 -0.0866 0.7498 0.247
Cl -4.9885 1.2842 -0.3969 -0.021
C -5.5034 -1.4434 0.4775 0.124
C -5.9409 -2.1633 1.8657 -1.028
Cl -6.9976 -1.1301 -0.5304 -0.162
C -1.9722 -0.4589 -0.0186 0.654
P -2.2336 -0.1588 -1.8980 -0.062
O -2.4310 1.5600 -2.1463 -0.442
Br -4.1094 -1.2601 -2.6332 -0.163
C -0.4705 -0.7655 0.3364 -0.107
N 0.6332 -0.8529 -0.6112 -0.298
H 5.0570 -1.6228 1.9758 0.254
H 5.9103 -0.5355 0.7678 0.057
H 6.9627 -1.5333 1.9836 0.339
H 6.4921 1.1190 2.7123 0.159
H 6.2738 -0.2247 3.9473 0.438
H 3.8103 -0.3422 3.6362 0.541
H 5.0257 3.9299 0.6996 0.096
H 5.5699 2.9355 2.1431 0.394
H 7.1917 1.6370 -1.3703 0.312
H 5.1362 3.4004 -1.5865 0.357
H 2.6422 4.8551 -2.5102 0.526
H 2.6653 4.6510 0.6850 0.257
H 1.5605 5.5510 -0.4651 0.413
H 1.3892 3.7288 -0.3988 0.215
H 1.8213 1.2023 -2.2352 0.159
H -0.8831 -1.1522 4.0201 0.351
H -4.7554 -0.5256 3.6062 0.000
H -3.4364 -1.3817 4.5568 0.408
H -3.5200 0.8154 5.7010 0.361
H -2.1499 1.0179 4.5047 0.362
H -4.9060 1.8543 3.3430 0.127
H -4.1980 2.9326 4.6946 0.318
H -2.8328 2.3505 1.8608 -0.242
H -1.8961 3.1007 3.2500 0.537
H -2.1657 5.2762 3.9456 0.360
H -1.7908 5.6844 2.1611 0.251
H -3.3101 6.3576 2.9310 0.302
H -3.4500 5.3045 -0.9247 0.311
H -1.9265 5.2349 0.0928 0.253
H -2.5544 3.7011 -0.7424 0.045
H -5.0661 0.2920 1.7525 -0.359
H -4.7655 -2.1914 -0.0050 0.297
H -6.5063 -1.4710 2.5717 0.283
H -4.9396 -2.4600 2.3659 0.207
H -6.4697 -3.1493 1.6381 0.392
H -3.3337 1.6588 -2.5509 0.309
H 0.4041 -0.5743 -1.5722 0.451
C -7.0645 -4.5483 -3.0222 -1.000
C -8.3620 -3.8877 -2.5952 0.032
O -9.4326 -4.2369 -3.4815 -0.373
C -9.9619 -5.4562 -3.2964 0.733
O -9.6218 -6.2609 -2.4630 -0.551
O -10.9162 -5.6428 -4.2250 -0.343
C -11.4965 -6.9454 -4.2021 -0.629
H -6.8443 -4.3213 -4.0686 0.297
H -6.2338 -4.2057 -2.4011 0.234
H -7.1290 -5.6357 -2.9396 0.337
H -8.2496 -2.8025 -2.6496 0.148
H -8.6188 -4.1333 -1.5608 0.311
H -11.8574 -7.2023 -3.2041 0.292
H -10.7690 -7.6821 -4.5494 0.288
H -12.3457 -6.9463 -4.8865 0.225
C 9.7926 -3.3228 -4.9629 -1.091
C 8.7432 -3.8669 -4.0114 -0.165
O 9.1437 -3.6899 -2.6475 -0.367
C 8.9857 -2.4513 -2.1547 0.759
O 8.5409 -1.4993 -2.7505 -0.559
O 9.4419 -2.4431 -0.8909 -0.350
C 9.4211 -1.1537 -0.2799 -0.342
H 10.7710 -3.7588 -4.7453 0.294
H 9.5269 -3.5439 -5.9988 0.351
H 9.8966 -2.2404 -4.8590 0.309
H 8.6342 -4.9426 -4.1695 0.293
H 7.7635 -3.4143 -4.1894 0.295
H 8.4323 -0.6969 -0.3492 -0.011
H 10.1746 -0.5123 -0.7419 0.322
H 9.6701 -1.2766 0.7750 0.272
```

Properties
**SMILES**: CC[C@@H](Br)c1c(CC(=O)O)c([C@@H](Br)[C@@H](C)Br)cc2c1Sc1cc(CCCCN(C)C(C)=O)c([C@@H](Cl)[C@@H](C)Cl)c(P(O)Br)c1N2.CCOC(=O)OC.CCOC(=O)OC
**Charge**: 0
**E**: -14297.334459 Eh
**Multiplicity**: 1
**LUMO**: -0.842 eV
**Orbital gap**: 7.62 eV
**E_HOMO**: -0.3109 Ha



(2)
Density functional theory data (the ωB97M-V functional and the def2-TZVPD basis) for a molecular structure, C31H40MgO3.

```
75
Properties=species:S:1:pos:R:3:mulliken_charge:R:1
Mg -0.0034 0.3367 -1.1479 2.017
C 0.3861 -1.5408 -2.2300 -1.012
C 1.4524 -1.3770 -1.2753 -0.026
C 0.8898 -1.7308 0.0090 0.008
C -0.4734 -2.0246 -0.2055 0.059
C -0.7944 -1.9380 -1.5696 -0.528
C -2.1173 -2.2959 -2.2169 2.184
C -3.2925 -1.8328 -1.3513 -1.495
C -2.1808 -3.8228 -2.3709 -1.866
C -2.2434 -1.6461 -3.5963 -1.821
C 1.5027 -1.8148 1.4146 2.577
C 1.8909 -0.4436 1.9929 -1.620
C 0.4805 -2.3910 2.4098 -2.147
C 2.7029 -2.7717 1.4353 -1.881
C 2.8822 -1.1680 -1.7922 2.264
C 3.7899 -0.3426 -0.8751 -1.703
C 3.5272 -2.5392 -2.0552 -1.648
C 2.8578 -0.4183 -3.1358 -1.833
H 0.4923 -1.4425 -3.2995 0.191
H -1.1776 -2.2789 0.5709 0.381
H -3.2286 -2.2340 -0.3377 0.324
H -4.2378 -2.1673 -1.7858 0.486
H -3.3179 -0.7427 -1.2873 0.151
H -2.1224 -4.3119 -1.3960 0.303
H -1.3484 -4.1827 -2.9794 0.358
H -3.1161 -4.1226 -2.8525 0.487
H -2.1470 -0.5597 -3.5328 0.282
H -3.2204 -1.8741 -4.0290 0.437
H -1.4829 -2.0205 -4.2848 0.354
H 0.9775 0.1088 2.2381 0.048
H 2.5012 0.1514 1.3193 0.011
H 2.4467 -0.5711 2.9260 0.682
H -0.4082 -1.7601 2.4882 0.260
H 0.9381 -2.4423 3.4006 0.448
H 0.1707 -3.3994 2.1298 0.391
H 3.5601 -2.3949 0.8798 0.271
H 2.4209 -3.7351 1.0050 0.337
H 3.0279 -2.9407 2.4653 0.489
H 3.9677 -0.8106 0.0902 0.267
H 3.3733 0.6549 -0.7015 0.136
H 4.7629 -0.2114 -1.3547 0.553
H 3.6047 -3.1295 -1.1448 0.218
H 4.5319 -2.4176 -2.4721 0.470
H 2.9259 -3.1054 -2.7690 0.336
H 2.3317 0.5391 -3.0606 0.281
H 2.3908 -0.9994 -3.9303 0.362
H 3.8806 -0.2028 -3.4501 0.453
O 0.3601 1.7738 0.2411 -0.834
C -0.8725 2.5494 0.4638 2.485
C -1.6039 2.5770 -0.9227 -0.183
O -2.5220 3.3612 -1.0499 -0.653
O -1.1925 1.6965 -1.7718 -0.870
C -1.6876 1.7513 1.4758 0.216
C -2.7901 0.9954 1.0999 -0.201
C -3.4167 0.1631 2.0198 -0.918
C -2.9498 0.0845 3.3218 -0.566
C -1.8592 0.8528 3.7109 -0.876
C -1.2371 1.6842 2.7945 -0.290
C -0.5162 3.9422 0.9305 -0.635
C 0.7640 4.4603 0.7866 -0.250
C 1.0487 5.7506 1.2171 -0.905
C 0.0551 6.5341 1.7804 -0.384
C -1.2299 6.0238 1.9110 -0.948
C -1.5143 4.7359 1.4919 -0.110
H 0.8604 1.7159 1.0656 0.275
H -3.1806 1.0646 0.0924 0.548
H -4.2747 -0.4213 1.7102 0.461
H -3.4399 -0.5632 4.0379 0.428
H -1.4984 0.8073 4.7310 0.403
H -0.4003 2.3001 3.1093 0.480
H 1.5463 3.8699 0.3257 0.358
H 2.0525 6.1409 1.1033 0.417
H 0.2763 7.5400 2.1132 0.405
H -2.0151 6.6337 2.3412 0.392
H -2.5174 4.3404 1.5849 0.457
```

Properties
**Charge**: 0
**E**: -1631.189823 Eh
**Multiplicity**: 1
**LUMO**: 0.400 eV
**Orbital gap**: 8.45 eV
**Energy above the lowest of the compared OMol25 structures with the same formula, charge and spin**: 4.5 kcal/mol
**E_HOMO**: -0.2959 Ha